1.
An isolated molecule of C3H11N3 at a distorted geometry. Source: the Open Molecules 2025 dataset; level of theory: ωB97M-V/def2-TZVPD.

The calculation puts the LUMO energy at 1.17 eV. As for the frontier orbital gap: 8.7995 eV. The energy is -7755.240 eV. The calculation puts the HOMO energy at -7.6 eV. The spin multiplicity is 1.

The geometry in XYZ format:
```
17
Properties=species:S:1:pos:R:3:forces:R:3:mulliken_charge:R:1
C 0.209591 0.792264 -0.171467 -4.63 3.76 0.30 0.602
C -0.444300 0.121116 0.938826 4.66 -3.62 -0.41 -0.426
C 0.090440 0.305831 -1.591140 0.14 -0.09 0.10 -1.362
N 0.923239 -0.942496 0.824698 -0.73 0.00 0.64 -0.278
N 0.650504 -2.216990 0.269584 -0.26 -0.18 0.39 -0.571
N -1.175716 1.937854 0.069267 1.44 -0.06 -1.23 -0.688
H 1.542093 -0.935809 1.637332 -0.42 -0.33 0.12 0.154
H 1.073294 1.406910 0.056953 -0.08 -0.20 0.07 0.221
H 0.289453 -2.870151 0.962908 0.12 0.00 -0.06 0.212
H 1.479957 -2.630709 -0.152912 -0.14 0.32 0.12 0.198
H -2.051050 1.765433 -0.414820 0.38 0.29 0.23 0.163
H -1.136958 2.653196 0.787909 -0.15 -0.27 -0.44 0.160
H -0.338514 0.557318 1.924789 -0.31 0.08 -0.18 0.317
H -1.308410 -0.497697 0.723609 0.01 0.25 0.07 0.288
H 0.077215 1.156774 -2.274798 0.01 0.00 0.14 0.403
H -0.821553 -0.274490 -1.739317 0.05 0.02 0.07 0.266
H 0.940717 -0.328354 -1.851423 -0.10 0.01 0.10 0.339
```
Positions in Å, forces in eV/Å.



2.
A cluster of 4 separate species, C2H12NO3 in total at a distorted geometry. Source: the Open Molecules 2025 dataset; level of theory: ωB97M-V/def2-TZVPD.

The calculation puts the LUMO energy at -4.36 eV. Its charge is +1. As for the frontier orbital gap: 10.4437 eV. The energy is -9891.891 eV. The calculation puts the HOMO energy at -14.8 eV. The spin multiplicity is 1.

The geometry in XYZ format:
```
18
Properties=species:S:1:pos:R:3:forces:R:3:mulliken_charge:R:1
C 0.890553 0.599136 0.165899 0.64 -0.31 3.35 -0.447
C 0.293808 -0.009143 -2.035642 1.50 -0.31 -0.78 -0.098
N -0.027865 0.599376 -0.969061 5.98 -1.32 -0.68 0.098
H 1.658680 -0.297853 0.197580 -2.41 1.22 0.06 0.208
H 0.070167 0.768998 1.007897 2.69 -1.18 -0.84 0.164
H 1.655087 1.458928 0.358935 -1.86 -0.69 -1.36 0.279
H 1.242859 -0.685885 -2.012322 -1.90 1.36 0.05 0.224
H -0.152169 0.214139 -3.012740 -0.51 -0.54 0.62 0.278
H -0.774469 1.150621 -0.723177 -2.68 1.44 -0.91 0.330
H 1.564817 -3.740170 0.653566 0.27 -0.51 0.22 0.304
H 2.621837 -2.857361 0.015522 6.02 0.01 -0.92 0.292
O 1.768553 -2.940112 0.185239 -6.25 0.58 0.62 -0.588
H -2.827287 0.698292 0.055671 1.11 -1.21 -2.67 0.345
H -3.025352 0.707077 -1.428115 -4.06 1.97 -4.00 0.301
O -2.431610 0.387646 -0.863258 1.69 -0.72 6.84 -0.669
H -0.705432 0.999915 3.467765 1.40 -0.63 -0.66 0.329
H -0.934588 2.200728 2.875937 0.92 0.63 -0.93 0.324
O -0.250101 1.508339 2.746189 -2.55 0.19 1.97 -0.674
```
Positions in Å, forces in eV/Å.